No. 1
Molecular formula: C29H25F5NS4SeTc
Method: DFT, the ωB97M-V functional and the def2-TZVPD basis

Structure (XYZ):
```
66
Properties=species:S:1:pos:R:3:forces:R:3
Tc -1.09251 0.05630 -0.09506 0.267 0.139 -0.074
C -3.08263 2.09502 1.77265 -0.001 -0.057 0.056
C -4.04957 0.95316 1.50332 0.031 0.040 -0.040
S -3.54581 -0.07702 0.08351 -0.037 -0.014 -0.114
C -3.74245 -1.74199 0.77528 0.012 0.014 0.065
C -2.82986 -2.05672 1.95316 -0.016 -0.001 -0.046
S -1.07714 -1.64223 1.64330 0.103 0.035 -0.163
C -0.62725 -0.75592 3.15591 -0.041 -0.003 -0.008
C -1.33806 0.56976 3.36123 0.043 0.031 0.018
S -1.33004 1.63190 1.87286 0.032 -0.134 -0.078
H -3.34676 2.59411 2.70568 -0.054 0.054 -0.037
H -3.12586 2.83894 0.97597 0.013 0.000 -0.004
H -5.03339 1.35440 1.26207 -0.015 0.017 0.074
H -4.15811 0.30874 2.37365 0.004 0.003 0.009
H -3.54463 -2.40128 -0.06905 0.007 -0.005 0.001
H -4.78750 -1.86050 1.06365 0.004 -0.055 -0.012
H -2.87275 -3.12520 2.16233 -0.050 0.006 0.033
H -3.14116 -1.53207 2.85536 -0.022 -0.002 -0.003
H 0.44679 -0.60021 3.04934 -0.003 0.010 0.012
H -0.79751 -1.41644 4.00726 0.041 0.016 0.019
H -0.83212 1.12325 4.15190 0.003 -0.012 0.002
H -2.37702 0.42614 3.65621 0.008 0.005 0.017
C -1.32449 3.55936 -2.69054 -0.060 0.039 -0.038
C -1.64335 2.99658 -3.92160 0.015 0.022 -0.016
C -1.76630 1.62734 -4.03088 -0.049 -0.035 -0.054
C -1.58817 0.82293 -2.90993 0.002 -0.144 0.062
N -1.28709 1.38492 -1.71962 -0.033 0.159 0.000
C -1.14584 2.71689 -1.62022 0.059 -0.092 -0.010
C -1.66159 -0.65014 -2.89350 -0.052 0.125 -0.001
C -1.94709 -1.39833 -4.03125 -0.002 -0.024 -0.051
C -1.94511 -2.78288 -3.97033 0.009 0.018 -0.003
C -1.64975 -3.41792 -2.77106 -0.023 0.013 0.026
C -1.36694 -2.66938 -1.63438 0.062 0.049 -0.094
C -1.36225 -1.27244 -1.66457 -0.162 -0.135 0.163
H -1.21053 4.62613 -2.56453 0.035 -0.010 -0.015
H -1.77909 3.62511 -4.79186 -0.006 -0.006 0.010
H -2.00011 1.17348 -4.98253 0.018 0.024 0.002
H -0.84733 3.09432 -0.65021 -0.011 -0.021 0.014
H -2.17044 -0.91328 -4.97336 0.010 -0.017 0.008
H -2.16458 -3.36447 -4.85550 0.000 0.007 0.002
H -1.63618 -4.49986 -2.72391 0.011 0.011 0.000
H -1.11477 -3.19371 -0.71813 0.013 -0.002 -0.009
Se 1.34838 0.24413 -0.09364 -0.170 -0.304 0.316
C 2.31428 0.01778 -1.73853 -0.147 0.108 -0.054
C 1.79805 -0.62980 -2.85364 0.020 -0.052 -0.006
C 2.58330 -0.77099 -3.99065 -0.017 0.007 0.026
C 3.87966 -0.27872 -4.01417 0.002 -0.005 -0.001
C 4.38941 0.36784 -2.89706 0.003 0.018 0.052
C 3.60945 0.52345 -1.76013 0.064 0.054 -0.040
H 0.80139 -1.04347 -2.83474 0.018 -0.010 0.009
H 2.17712 -1.27645 -4.85786 0.007 -0.014 0.011
H 4.49357 -0.40413 -4.89611 -0.008 0.017 -0.006
H 5.40033 0.75426 -2.90519 -0.006 0.002 -0.009
H 4.00615 1.03974 -0.89434 -0.008 -0.041 -0.014
F 6.26769 -0.90676 5.57608 -0.040 0.015 -0.029
C 5.29653 -0.34128 4.87889 0.077 -0.030 0.036
C 4.06968 -0.09433 5.47665 -0.029 -0.009 0.063
F 3.87228 -0.43033 6.74771 0.006 -0.001 -0.031
C 3.06398 0.49041 4.73839 -0.082 -0.138 0.040
F 1.88490 0.68592 5.33668 0.030 0.020 -0.050
C 3.24638 0.87862 3.40563 -0.371 0.047 -0.053
S 1.98677 1.68695 2.53680 0.359 0.126 0.076
C 4.49196 0.60369 2.83452 0.142 0.114 -0.078
F 4.72886 0.92000 1.56592 -0.039 0.028 0.047
C 5.50530 0.00098 3.55164 0.058 -0.014 -0.042
F 6.68090 -0.24427 2.98448 -0.034 -0.007 0.016
```
Forces are in eV/Å.

Computed properties:
**E_HOMO (spin up / spin down)**: -10.0 / -10.2 eV
**⟨S²⟩**: 3.784
**Net charge**: +1
**Energy relative to the best compared isomer or geometry (same formula, charge and spin)**: 33.8 kJ/mol
**2S+1**: 4

These are the Mulliken partial charges, in e, on atoms 1 to 5: -0.431, -0.804, -0.853, 0.050, -0.817

No. 2
Molecular formula: C29H25GeN2O4S2Sn
Method: DFT, the ωB97M-V functional and the def2-TZVPD basis

Structure (XYZ):
```
64
Properties=species:S:1:pos:R:3:forces:R:3
Sn 0.43013 -1.56871 -0.08087 -0.026 -0.631 0.214
O 2.61457 -1.80219 0.28497 -0.277 0.088 0.472
N 3.08152 -1.76011 1.54543 -0.519 -0.172 -0.706
C 4.41522 -1.68722 1.63738 0.009 0.117 0.386
C 5.00311 -1.55634 2.85389 0.483 0.244 0.206
C 4.22387 -1.49393 4.00128 -0.229 -0.471 -0.494
C 2.87109 -1.65793 3.88675 -0.546 0.291 -0.318
C 2.26177 -1.77438 2.62655 0.347 0.112 -0.222
S 0.55408 -1.88902 2.40788 -0.048 -0.083 0.073
H 4.92705 -1.68183 0.70009 0.178 -0.078 -0.343
H 6.06860 -1.44250 2.91272 0.273 -0.050 -0.037
H 4.68703 -1.37175 4.94997 0.208 0.126 0.640
H 2.20820 -1.61333 4.73125 -0.040 -0.077 0.255
N -1.93706 -1.86980 0.42511 -0.309 0.256 -0.771
C -2.63763 -2.47028 -0.74410 0.714 1.159 0.710
C -2.45146 -1.85268 -1.97387 0.339 -0.087 0.395
C -3.03422 -2.37086 -3.10488 -0.746 -0.512 -0.126
C -3.85928 -3.49129 -2.95454 0.485 0.467 -0.536
C -4.06850 -4.05923 -1.71924 -0.284 -0.006 -0.363
C -3.46059 -3.54928 -0.60102 0.023 -0.684 0.987
S -4.51803 -4.32876 -4.38350 -0.320 -1.022 -0.151
O -3.64735 -5.48833 -4.47468 0.222 -0.025 0.084
O -5.88231 -4.66232 -4.02353 -0.150 0.185 0.215
O -4.37893 -3.39488 -5.46902 0.121 0.753 -0.471
H -2.04023 -2.44752 1.25044 -0.180 -0.093 0.054
H -2.34878 -0.94706 0.62624 0.187 -0.440 0.045
H -1.81678 -0.98752 -2.02133 0.233 0.422 -0.105
H -2.91677 -1.94156 -4.09635 0.051 -0.070 0.184
H -4.73610 -4.89259 -1.67591 -0.235 -0.463 0.139
H -3.59993 -4.03983 0.36870 0.019 0.284 -0.253
C 3.76003 2.59702 3.08347 -0.188 -0.570 -0.711
C 4.09830 1.88410 1.93920 0.563 0.051 -0.124
C 3.12583 1.41637 1.06732 -0.010 -0.040 -0.026
C 1.76943 1.65264 1.31041 0.091 0.187 0.591
C 1.43687 2.37893 2.47279 0.504 -0.290 -0.412
C 2.43138 2.83574 3.33770 -0.716 -0.282 -0.008
Ge 0.43828 1.04487 0.01670 -0.373 1.886 -0.243
C -1.35648 1.67635 0.60474 0.026 -0.335 -0.319
C -1.86028 1.26556 1.83980 0.517 -0.109 -0.331
C -3.11778 1.63113 2.26105 -0.776 -0.089 0.000
C -3.97414 2.37696 1.45252 0.735 0.092 0.239
C -3.44966 2.81810 0.24438 -0.613 0.068 -0.354
C -2.19231 2.46883 -0.19787 1.215 -0.437 0.191
C 0.86440 1.81061 -1.75094 0.344 -0.302 0.388
C -0.00531 1.55003 -2.80225 -0.648 -0.340 0.916
C 0.23511 1.97156 -4.07614 0.319 0.022 -0.686
C 1.39132 2.67521 -4.35832 0.068 0.716 0.526
C 2.24651 3.01972 -3.32239 0.083 -0.456 0.374
C 2.01504 2.54317 -2.03037 0.300 0.492 0.216
H 4.51066 2.91724 3.76507 0.511 0.275 0.387
H 5.15146 1.70690 1.71393 -0.262 -0.017 0.044
H 3.43419 0.86203 0.18218 -0.059 0.048 0.101
H 0.41713 2.60422 2.72751 -0.336 -0.045 -0.091
H 2.13222 3.31940 4.25005 -0.048 0.309 0.163
H -1.26540 0.62128 2.47148 0.140 -0.033 0.200
H -3.45045 1.26031 3.20953 -0.239 -0.039 0.414
H -4.97922 2.63303 1.79278 0.336 -0.064 -0.245
H -4.03363 3.40391 -0.43503 -0.461 0.320 -0.107
H -1.80831 2.80713 -1.15996 -0.319 0.048 0.165
H -0.93783 1.05159 -2.57419 -0.111 -0.245 -0.172
H -0.46061 1.73852 -4.85621 -0.287 -0.044 -0.304
H 1.56698 3.08426 -5.33113 0.095 -0.066 -0.510
H 3.12042 3.63432 -3.48279 0.032 0.021 -0.201
H 2.73358 2.83201 -1.25086 -0.417 -0.273 -0.235
```
Forces are in eV/Å.

Computed properties:
**E_HOMO (spin up / spin down)**: -7.2 / -7.2 eV
**⟨S²⟩**: 0.758
**Energy relative to the best compared isomer or geometry (same formula, charge and spin)**: 0.0 kJ/mol
**2S+1**: 2

These are the Mulliken partial charges, in e, on atoms 1 to 5: 0.628, -0.799, 0.665, -0.381, -0.705

No. 3
Molecular formula: C29H25MnN10O8PS3
Method: DFT, the ωB97M-V functional and the def2-TZVPD basis

Structure (XYZ):
```
77
Properties=species:S:1:pos:R:3:forces:R:3
Mn -1.16410 -1.48719 1.03756 -0.442 0.886 0.864
C -4.12648 4.56684 0.20118 0.024 0.033 -0.064
C -3.85655 3.15864 -0.23788 0.018 0.021 -0.102
C -2.56885 2.77979 -0.61904 -0.049 0.025 -0.028
C -2.28584 1.47761 -0.98399 0.056 -0.028 -0.091
C -3.29730 0.52858 -0.97526 -0.058 0.037 -0.119
C -4.58231 0.86999 -0.59582 0.039 0.060 -0.003
C -4.84362 2.18310 -0.22802 -0.022 -0.041 -0.042
S -2.98503 -1.08510 -1.64725 0.019 0.266 0.118
O -2.04923 -0.85601 -2.73609 0.094 -0.066 -0.100
O -4.26062 -1.63804 -2.05865 0.076 -0.018 0.051
N -2.37344 -1.92781 -0.44062 0.082 -0.205 -0.206
C -2.23054 -3.34453 -0.80935 -0.064 -0.040 0.041
C -0.80672 -3.79517 -0.50679 -0.118 -0.041 -0.082
O -0.32871 -4.79646 -1.02105 0.049 -0.072 -0.051
O -0.18291 -3.03361 0.33071 -0.046 0.070 0.142
H -3.67936 5.28997 -0.48095 0.000 0.016 -0.047
H -3.69446 4.73420 1.18960 -0.068 0.073 -0.053
H -5.19933 4.75082 0.26017 -0.003 -0.008 0.036
H -0.73327 3.32125 -0.67160 0.052 -0.018 0.016
H -1.27453 1.18729 -1.25276 -0.222 0.074 0.084
H -5.35533 0.11665 -0.60558 -0.033 -0.032 0.011
H -5.84437 2.46045 0.08376 0.012 0.006 0.016
H -2.44454 -3.53261 -1.86184 0.027 -0.009 0.015
H -2.91771 -3.95308 -0.21329 0.043 0.005 -0.006
N -0.35010 -3.23704 3.82103 0.098 -0.147 -0.065
C -1.61143 -3.39952 3.29800 -0.012 0.039 0.043
N -2.51365 -4.19989 3.83498 0.113 0.063 -0.007
N -3.59882 -4.03932 3.04646 -0.101 -0.044 -0.007
N -3.36425 -3.19867 2.10799 -0.060 0.024 -0.118
N -2.08745 -2.76834 2.22531 -0.040 -0.086 0.022
C 0.53584 -2.27672 3.41039 -0.046 0.026 -0.028
N 1.68977 -2.01991 4.00879 -0.074 -0.040 -0.002
N 2.19907 -0.99137 3.30612 -0.014 0.112 0.015
N 1.39694 -0.65216 2.35945 0.058 0.031 -0.129
N 0.32616 -1.46400 2.38127 0.102 -0.022 -0.018
H -0.10887 -3.78938 4.62379 -0.023 0.051 -0.015
O 0.08862 -0.39456 -0.27399 0.001 0.263 0.117
P 1.51776 -0.01688 -0.51996 -0.007 -0.266 -0.090
C 1.95990 1.60979 0.14399 -0.062 -0.038 0.052
C 1.14475 2.17967 1.11850 0.032 0.014 -0.014
C 1.43605 3.44526 1.61132 0.006 -0.061 -0.034
C 2.53894 4.14088 1.13774 -0.045 0.032 0.052
C 3.35014 3.57968 0.16288 0.024 -0.029 -0.037
C 3.05626 2.32102 -0.33815 0.092 -0.016 -0.064
C 1.78237 0.19998 -2.30620 0.062 -0.050 0.022
C 0.69631 0.45662 -3.13158 -0.106 0.004 -0.005
C 0.88951 0.66042 -4.49210 -0.010 0.011 -0.007
C 2.16490 0.61508 -5.03241 -0.004 0.007 0.015
C 3.25393 0.34279 -4.21258 -0.019 0.005 -0.014
C 3.06228 0.12660 -2.85809 0.008 -0.041 -0.028
C 2.77253 -1.24513 -0.11534 0.004 0.096 0.006
C 2.57309 -2.53128 -0.60834 -0.038 0.006 -0.048
C 3.52019 -3.51320 -0.36504 0.010 -0.023 -0.001
C 4.67086 -3.20696 0.34727 -0.003 0.000 0.000
C 4.86999 -1.92224 0.83492 0.017 -0.004 0.000
C 3.91647 -0.94221 0.61212 0.015 0.006 0.024
H 0.29743 1.62305 1.49546 -0.059 -0.086 0.044
H 0.80410 3.86567 2.37891 -0.074 0.033 0.066
H 2.76595 5.12512 1.52952 -0.003 0.003 0.004
H 4.20831 4.12242 -0.21442 0.000 -0.001 -0.001
H 3.68309 1.89948 -1.11571 -0.035 0.028 0.064
H -0.30936 0.43504 -2.72949 0.095 -0.069 -0.104
H 0.02932 0.83582 -5.12453 -0.013 0.000 -0.019
H 2.31255 0.77107 -6.09444 -0.004 -0.002 -0.003
H 4.25019 0.27928 -4.63168 0.020 -0.001 -0.014
H 3.91002 -0.12827 -2.23210 -0.016 -0.008 0.000
H 1.66428 -2.77935 -1.14119 0.044 -0.014 0.009
H 3.33811 -4.52056 -0.71589 -0.005 0.002 -0.006
H 5.40564 -3.97850 0.54433 0.004 -0.004 0.003
H 5.74981 -1.69139 1.42184 0.007 0.002 0.007
H 4.03768 0.04117 1.04655 0.002 0.021 0.010
O -3.57282 2.89960 2.78087 0.023 -0.096 0.187
S -2.16660 2.73429 2.49654 0.168 0.023 0.185
O -1.59367 3.75189 -0.61379 -0.062 0.016 -0.010
O -1.29285 2.76646 3.64975 0.017 0.051 -0.030
S -2.21408 0.10313 1.97375 0.441 -0.809 -0.431
```
Forces are in eV/Å.

Computed properties:
**E_HOMO (spin up / spin down)**: -2.8 / -2.8 eV
**⟨S²⟩**: 0.995
**Net charge**: -2
**Energy relative to the best compared isomer or geometry (same formula, charge and spin)**: 0.0 kJ/mol
**2S+1**: 2

These are the Mulliken partial charges, in e, on atoms 1 to 5: -0.181, -1.400, 1.178, 0.151, 0.873

No. 4
Molecular formula: C29H26CoN3O8
Method: DFT, the ωB97M-V functional and the def2-TZVPD basis

Structure (XYZ):
```
67
Properties=species:S:1:pos:R:3:forces:R:3
Co -0.03712 -0.66698 0.68568 0.068 0.031 -0.071
O 1.07255 3.60045 -2.29004 0.001 0.025 -0.032
C 0.09038 3.01126 -2.99007 0.002 0.011 0.005
C -0.35342 3.64843 -4.15109 -0.003 -0.005 -0.005
C -1.36605 3.09690 -4.91143 0.006 -0.001 0.008
C -1.96259 1.89817 -4.53082 -0.013 0.006 -0.002
C -1.52753 1.26786 -3.37995 0.009 -0.009 0.001
C -0.50429 1.79898 -2.59770 0.002 -0.016 -0.018
C -0.09516 1.06601 -1.36983 -0.057 0.069 0.056
O -0.72250 0.01158 -1.04461 0.023 -0.059 0.026
N 0.90062 1.59939 -0.67324 0.012 -0.040 0.000
N 1.20918 0.80540 0.40848 -0.022 -0.029 0.039
C 2.13554 1.18769 1.20115 -0.020 -0.002 -0.024
C 2.56832 0.32188 2.29742 -0.017 -0.030 0.015
C 3.42213 0.67634 3.29240 0.000 0.018 -0.012
C 3.46267 -0.16240 4.48255 -0.007 -0.010 -0.004
C 3.00855 -1.42317 4.45148 -0.007 0.019 -0.014
C 2.68411 -1.95438 3.09072 0.011 -0.006 0.008
N 2.04967 -0.94974 2.27781 0.007 0.039 -0.005
H 1.26003 3.00204 -1.51258 0.011 -0.008 0.022
H 0.11926 4.58140 -4.43066 0.000 0.003 0.001
H -1.69533 3.60638 -5.80957 0.000 0.001 -0.001
H -2.75791 1.46626 -5.12430 0.001 -0.001 0.000
H -1.97063 0.33755 -3.04864 -0.001 -0.001 0.001
H 2.62793 2.14429 1.04135 0.002 -0.002 0.008
H 3.93357 1.62997 3.26555 0.004 -0.001 0.002
H 3.77251 0.29319 5.41587 0.001 0.000 0.002
H 2.84953 -2.02745 5.33407 0.005 -0.002 0.004
H 3.63484 -2.23685 2.60013 -0.005 -0.016 -0.002
O -1.80175 -3.65606 2.46010 0.014 0.008 0.022
C -1.12132 -3.10114 1.61041 0.021 -0.033 -0.028
O -1.40111 -1.97657 1.04830 -0.068 0.028 -0.025
C 0.06744 -3.90088 1.01224 0.003 0.001 -0.005
C 0.30053 -3.50196 -0.45101 -0.013 -0.002 0.004
C 1.18299 -4.52676 -1.17797 0.007 0.007 0.001
C 2.59004 -4.14959 -0.65144 -0.006 -0.011 0.005
C 2.23326 -3.06553 0.37168 0.005 0.017 -0.011
O 1.18246 -2.36937 -0.31761 0.023 -0.015 -0.001
C 1.52688 -3.73827 1.57443 -0.011 -0.017 0.018
C 1.76413 -3.17315 2.98042 0.005 -0.002 0.002
O 1.40529 -3.78258 3.95505 -0.002 0.000 0.002
O 0.66184 -1.05790 2.36131 0.002 -0.020 -0.015
H -0.23124 -4.94504 1.09865 0.003 0.001 -0.004
H -0.59954 -3.19152 -0.97224 0.000 0.002 0.005
H 0.89359 -5.54909 -0.93303 0.000 -0.003 0.001
H 1.11502 -4.40191 -2.25822 0.000 -0.003 -0.001
H 3.12833 -4.98557 -0.20412 0.000 -0.002 -0.002
H 3.20626 -3.72519 -1.44390 0.000 0.003 0.001
H 3.02874 -2.36771 0.60553 -0.001 0.001 0.001
H 1.93458 -4.74911 1.68221 0.004 0.003 -0.001
C -3.54051 0.20908 0.84677 -0.004 -0.001 -0.009
C -2.49031 1.28065 0.89880 0.010 0.011 -0.034
O -1.49580 1.16640 1.58728 -0.022 0.066 0.056
C -2.65783 2.50780 0.05078 0.014 0.008 0.007
C -1.72026 3.53083 0.17574 0.013 -0.011 0.013
C -1.78194 4.64129 -0.64713 -0.008 0.002 -0.016
C -2.78007 4.73618 -1.60951 0.006 -0.010 0.009
C -3.72335 3.72705 -1.73356 0.010 0.009 -0.011
C -3.66473 2.61837 -0.90208 -0.016 -0.021 0.005
H -3.27973 -0.58173 1.54369 0.003 0.003 0.004
H -3.55645 -0.22057 -0.15769 -0.001 -0.004 0.005
H -4.52669 0.62883 1.05781 -0.001 -0.003 -0.001
H -0.93198 3.41583 0.90787 0.000 -0.001 -0.001
H -1.03300 5.41830 -0.56383 -0.001 0.000 0.001
H -2.81187 5.59035 -2.27431 -0.001 0.005 0.000
H -4.49154 3.79292 -2.49355 -0.002 -0.002 -0.001
H -4.38923 1.82287 -1.01800 0.003 0.002 -0.003
```
Forces are in eV/Å.

Computed properties:
**E_HOMO (spin up / spin down)**: -4.6 / -4.6 eV
**⟨S²⟩**: 0.756
**Net charge**: -1
**Energy relative to the best compared isomer or geometry (same formula, charge and spin)**: 166.3 kJ/mol
**2S+1**: 2

These are the Mulliken partial charges, in e, on atoms 1 to 5: 0.641, -0.713, 0.426, -0.700, -0.334